No. 1
A structure of composition C68H54Cl2FeN2O2P3Si. Source: the OMol25 dataset; level of theory: the ωB97M-V functional and the def2-TZVPD basis.

## Properties
Max |F|, eV/Å: 1.0
E_HOMO (spin up / spin down), eV: -7.48 / -7.45
Energy above the lowest of the compared OMol25 structures with the same formula, charge and spin, eV: 0.000
LUMO (spin up / spin down), eV: -0.06 / 0.44
Spin multiplicity: 2
Electronic energy, a.u.: -6381.4039
<S²>: 0.859
Frontier orbital gap (spin up / spin down), eV: 7.4 / 7.9
Total charge: 0

XYZ file:
```
133
C68H54Cl2FeN2O2P3Si | the OMol25 dataset | the ωB97M-V functional and the def2-TZVPD basis
Fe -0.2457 1.1715 1.0084
C -4.9872 5.7014 1.3989
C -4.5348 5.8277 0.0965
C -3.6546 4.8925 -0.4301
C -3.2052 3.8198 0.3403
C -3.6774 3.6956 1.6466
C -4.5589 4.6283 2.1660
P -2.1331 2.4924 -0.3674
C -1.6361 3.1944 -1.9778
C -1.0968 4.4790 -2.0522
C -0.7540 5.0273 -3.2741
C -0.8978 4.2817 -4.4369
C -1.3889 2.9889 -4.3678
C -1.7707 2.4518 -3.1455
C -3.4217 1.3064 -0.8679
C -4.6699 1.7226 -1.3247
C -5.5937 0.7894 -1.7572
C -5.2692 -0.5613 -1.7404
C -4.0268 -0.9667 -1.2839
C -3.0887 -0.0358 -0.8285
Si -1.3373 -0.5251 -0.3499
C -1.4631 -2.1903 0.5674
C -2.5820 -2.3175 1.3961
C -2.6953 -3.3374 2.3323
C -1.6723 -4.2575 2.4729
C -0.5681 -4.1819 1.6353
C -0.4697 -3.1844 0.6734
P 0.9052 -3.1212 -0.5198
C 2.0856 -4.4149 -0.0069
C 1.8111 -5.7827 -0.0643
C 2.7682 -6.7081 0.3092
C 4.0192 -6.2801 0.7395
C 4.3085 -4.9277 0.7873
C 3.3455 -4.0007 0.4096
C 0.1870 -3.9944 -1.9592
C 0.9894 -4.1225 -3.0907
C 0.5236 -4.7703 -4.2204
C -0.7607 -5.2975 -4.2397
C -1.5682 -5.1744 -3.1196
C -1.0970 -4.5273 -1.9852
C -0.5161 -0.5691 -2.0559
C -1.0633 -1.2475 -3.1495
C -0.4260 -1.2576 -4.3742
C 0.7991 -0.6150 -4.5250
C 1.3462 0.0787 -3.4643
C 0.6593 0.1508 -2.2471
P 1.2244 1.1192 -0.8110
C 1.6122 2.8308 -1.3667
C 1.7314 3.8100 -0.3853
C 2.2464 5.0633 -0.6894
C 2.6594 5.3517 -1.9788
C 2.5311 4.3870 -2.9673
C 2.0112 3.1402 -2.6660
C 2.9566 0.5445 -0.5940
C 3.8987 1.3590 0.0328
C 5.1982 0.9185 0.2165
C 5.5779 -0.3421 -0.2254
C 4.6514 -1.1533 -0.8609
C 3.3494 -0.7109 -1.0463
H -5.6715 6.4307 1.8113
H -4.8687 6.6507 -0.5220
H -3.3414 5.0041 -1.4573
H -3.3586 2.8687 2.2606
H -4.9065 4.5101 3.1835
H -0.9621 5.0639 -1.1512
H -0.3578 6.0325 -3.3159
H -0.6228 4.7090 -5.3922
H -1.4975 2.3966 -5.2663
H -2.1844 1.4522 -3.1122
H -4.9250 2.7742 -1.3350
H -6.5664 1.1131 -2.1030
H -5.9896 -1.2963 -2.0748
H -3.7934 -2.0239 -1.2631
H -3.3622 -1.5695 1.3661
H -3.5688 -3.3852 2.9677
H -1.7297 -5.0372 3.2214
H 0.2241 -4.9091 1.7389
H 0.8440 -6.1207 -0.4169
H 2.5446 -7.7655 0.2621
H 4.7668 -7.0052 1.0318
H 5.2808 -4.5880 1.1181
H 3.5783 -2.9440 0.4408
H 1.9972 -3.7215 -3.0877
H 1.1622 -4.8621 -5.0892
H -1.1269 -5.8038 -5.1228
H -2.5677 -5.5895 -3.1212
H -1.7372 -4.4439 -1.1161
H -1.9962 -1.7826 -3.0398
H -0.8596 -1.7974 -5.2045
H 1.3260 -0.6604 -5.4688
H 2.3147 0.5443 -3.5772
H 1.4239 3.6019 0.6308
H 2.3257 5.8052 0.0940
H 3.0708 6.3235 -2.2174
H 2.8259 4.6094 -3.9843
H 1.8974 2.4250 -3.4628
H 3.6215 2.3401 0.3928
H 5.9153 1.5622 0.7077
H 6.5934 -0.6861 -0.0815
H 4.9360 -2.1377 -1.2099
H 2.6335 -1.3572 -1.5291
C 2.1843 -0.5862 2.0417
N 1.3714 0.6296 2.0874
C 1.5468 1.3806 3.1221
C 0.8037 2.5820 3.2048
C 0.7808 3.6360 4.1117
C -0.1146 4.5697 3.5752
C -0.5832 4.0330 2.3806
N -0.0326 2.8257 2.1355
C 2.2057 -1.4423 3.2873
C 1.0442 -1.9110 3.8944
C 1.1213 -2.7779 4.9724
C 2.3530 -3.1872 5.4653
C 3.5142 -2.7161 4.8747
C 3.4365 -1.8492 3.7944
H 3.2194 -0.3030 1.8177
H 1.8436 -1.1850 1.1936
H 2.2439 1.0985 3.9084
H 1.3368 3.6985 5.0313
H -0.3935 5.5236 3.9889
H -1.2590 4.4991 1.6870
H 0.0818 -1.5940 3.5131
H 0.2093 -3.1423 5.4278
H 2.4063 -3.8654 6.3060
H 4.4814 -3.0198 5.2535
H 4.3468 -1.4835 3.3323
Cl -2.7543 1.5943 5.0458
C -2.6964 0.0181 4.2291
Cl -4.2674 -0.7922 4.2975
C -2.2414 0.2725 2.7840
O -3.0445 0.7182 1.9747
O -1.0219 -0.0063 2.5811
H -1.9768 -0.5974 4.7632
```

=====

No. 2
A structure of composition C27H33KN8O6S2. Source: the OMol25 dataset; level of theory: the ωB97M-V functional and the def2-TZVPD basis.

## Properties
Max |F|, eV/Å: 1.6
E_HOMO, eV: -0.78
Energy above the lowest of the compared OMol25 structures with the same formula, charge and spin, eV: 1.509
LUMO, eV: 3.80
Spin multiplicity: 1
Electronic energy, a.u.: -3334.5878
Frontier orbital gap, eV: 4.6
Total charge: -2

XYZ file:
```
77
C27H33KN8O6S2 | the OMol25 dataset | the ωB97M-V functional and the def2-TZVPD basis
K -0.4689 0.0087 0.1730
N 0.6240 -4.2076 -2.6562
C 0.5851 -2.9066 -2.2138
S 1.6284 -2.5372 -0.8905
N -0.2564 -2.1555 -2.9044
N -0.4006 -0.8860 -2.4190
C -1.1155 -0.1172 -3.1541
C -1.4524 1.2773 -2.7729
C -2.3047 2.0182 -3.5918
C -2.6767 3.2902 -3.2044
C -2.1873 3.8037 -2.0160
C -1.3183 3.0126 -1.2755
N -0.9526 1.7997 -1.6470
H 1.4397 -4.7410 -2.4086
H 0.1852 -4.3601 -3.5508
H -1.5342 -0.5009 -4.0933
H -2.6892 1.5808 -4.5049
H -3.3583 3.8676 -3.8173
H -2.4787 4.7750 -1.6512
H -0.9092 3.3629 -0.3384
O -2.9217 3.8263 4.5467
C -2.4616 3.0143 3.7374
C -3.1655 2.4761 2.5236
O -4.2586 2.8564 2.0950
C -2.3131 1.4114 1.9497
C -1.0071 1.5042 2.6127
O 0.0648 0.9317 2.2842
C -1.1079 2.3929 3.7644
O -0.1997 2.5954 4.5961
O -2.6548 0.6212 1.0407
C -3.0234 -6.7792 4.2533
C -3.5372 -5.6795 3.3381
N -3.4245 -5.9988 1.9254
C -4.4359 -6.8813 1.3809
C -5.7287 -6.1597 1.0334
C -2.7457 -5.2287 1.0181
O -3.0167 -5.2711 -0.1690
C -1.6844 -4.3252 1.5602
C -0.6214 -4.8054 2.3162
C 0.3201 -3.9128 2.7839
C 0.1605 -2.5625 2.4930
N -0.8497 -2.0973 1.7681
C -1.7353 -2.9597 1.2990
H -3.1235 -6.4770 5.2926
H -1.9761 -6.9917 4.0645
H -3.5813 -7.7060 4.1246
H -3.0127 -4.7434 3.5305
H -4.5942 -5.4858 3.5564
H -4.6137 -7.6658 2.1221
H -4.0230 -7.3562 0.4864
H -6.1807 -5.6951 1.9095
H -6.4551 -6.8587 0.6200
H -5.5362 -5.3881 0.2927
H -0.5294 -5.8641 2.5166
H 1.1757 -4.2497 3.3570
H 0.8621 -1.8192 2.8383
H -2.5379 -2.5476 0.7045
C 3.3752 1.0630 5.2014
C 2.4715 0.8295 4.0077
N 3.0351 1.3895 2.7844
C 3.1253 0.7661 1.5986
S 3.1548 1.6143 0.1601
N 3.1981 -0.6088 1.6084
C 4.1654 -1.2862 2.4535
C 3.6474 -2.6354 2.9140
H 2.9038 0.6736 6.1003
H 3.5392 2.1276 5.3613
H 4.3523 0.5857 5.0860
H 1.4905 1.2983 4.1493
H 2.3044 -0.2348 3.8394
H 2.8499 2.3765 2.6591
H 3.1540 -0.9618 0.6566
H 4.3880 -0.6411 3.3087
H 5.1099 -1.4092 1.8998
H 2.7935 -2.5140 3.5781
H 4.4246 -3.1798 3.4508
H 3.3249 -3.2391 2.0669
```

=====

No. 3
A cluster of 2 separate species, FHNP in total. Source: the OMol25 dataset; level of theory: the ωB97M-V functional and the def2-TZVPD basis.

## Properties
Max |F|, eV/Å: 3.5
E_HOMO (spin up / spin down), eV: -11.69 / -10.70
Energy above the lowest of the compared OMol25 structures with the same formula, charge and spin, eV: 5.091
LUMO (spin up / spin down), eV: -1.98 / -2.15
Spin multiplicity: 1
Electronic energy, a.u.: -496.3826
Frontier orbital gap (spin up / spin down), eV: 9.7 / 8.6
Total charge: 0

XYZ file:
```
4
FHNP | the OMol25 dataset | the ωB97M-V functional and the def2-TZVPD basis
N -0.2229 0.5481 0.2077
F -2.1610 0.0653 0.0259
P 0.5510 -0.7434 0.0119
H 1.8330 0.1300 -0.2455
```

=====

No. 4
A structure of composition C16H9IrN2O4S. Source: the OMol25 dataset; level of theory: the ωB97M-V functional and the def2-TZVPD basis.

## Properties
Max |F|, eV/Å: 0.9
E_HOMO, eV: -8.00
Energy above the lowest of the compared OMol25 structures with the same formula, charge and spin, eV: 0.000
LUMO, eV: -2.70
Spin multiplicity: 1
Electronic energy, a.u.: -1528.0433
Frontier orbital gap, eV: 5.3
Total charge: 0

XYZ file:
```
33
C16H9IrN2O4S | the OMol25 dataset | the ωB97M-V functional and the def2-TZVPD basis
Ir -1.1324 -0.6908 0.3704
S -4.6448 2.0535 0.6181
C -5.2842 0.4708 0.7865
C -4.3285 -0.4969 0.6945
C -3.0260 0.0371 0.4799
C -3.0726 1.4203 0.4211
C -1.8213 2.1279 0.1873
C -1.6059 3.4900 0.0921
C -0.3259 3.9602 -0.1620
C 0.7175 3.0650 -0.3256
C 0.4541 1.7132 -0.2140
N -0.7796 1.2627 0.0420
H -6.3436 0.3428 0.9406
H -4.5564 -1.5507 0.7617
H -2.4359 4.1697 0.2229
H -0.1452 5.0242 -0.2317
H 1.7248 3.3935 -0.5323
H 1.2264 0.9652 -0.3238
O 5.4574 -2.8300 -0.2534
C 4.7528 -2.5444 -1.2277
O 4.9715 -2.5214 -2.4460
C 3.2574 -2.2911 -0.8631
C 2.3199 -2.0577 -1.8608
C 1.0219 -1.7338 -1.5239
N 0.6383 -1.6465 -0.2446
C 1.5306 -1.9078 0.7287
C 2.8367 -2.2429 0.4640
C 0.9511 -1.7262 2.0974
O 1.4484 -2.0557 3.1273
O -0.2613 -1.1239 2.0693
H 2.6525 -2.1093 -2.8894
H 0.2568 -1.5295 -2.2639
H 3.5458 -2.4376 1.2583
```

=====

No. 5
A cluster of 2 separate species, C3H10N2O2 in total. Source: the OMol25 dataset; level of theory: the ωB97M-V functional and the def2-TZVPD basis.

## Properties
Max |F|, eV/Å: 1.5
E_HOMO, eV: -9.70
Energy above the lowest of the compared OMol25 structures with the same formula, charge and spin, eV: 0.834
LUMO, eV: 0.78
Spin multiplicity: 1
Electronic energy, a.u.: -380.3060
Frontier orbital gap, eV: 10.5
Total charge: 0

XYZ file:
```
17
C3H10N2O2 | the OMol25 dataset | the ωB97M-V functional and the def2-TZVPD basis
C -1.7353 -1.4331 -0.6637
C -0.9198 -0.1907 -0.5437
O -1.3415 0.9108 -0.8542
N 0.3121 -0.2847 0.0673
C 1.2396 0.8092 -0.2365
N 2.5926 0.2747 -0.2897
H -1.7773 -1.7176 -1.7155
H -1.2328 -2.2466 -0.1590
H -2.7953 -1.3540 -0.4189
H 0.8520 -1.1394 0.0198
H 1.0169 1.3305 -1.1723
H 1.2336 1.5498 0.5431
H 2.9981 0.0875 -1.1923
H 3.2533 0.7509 0.3040
O -1.2277 1.0491 2.4368
H -0.6619 0.3221 2.1695
H -1.8066 1.2817 1.7052
```

=====

What is the formula in the fifth record? C3H10N2O2

=====

Which value of electronic energy does entry 2 give? -3334.5878 a.u.

=====

electronic energy of number 2 (C27H33KN8O6S2)? -3334.5878 a.u.

=====

Which of these has the lowest max |F|? C16H9IrN2O4S